ORCA calculation (wB97M-V/def2-TZVPD) on a single C20H20ClNO5 molecule.

Properties
HOMO level in eV: -7.62
Energy above the lowest of the compared OMol25 structures with the same formula, charge and spin in kJ/mol: 189.1
LUMO in hartree: -0.0026
Kohn-Sham gap in Ha: 0.2774
Structure (SMILES): CCOc1ccc(/C=C(/NC(=O)c2ccc(Cl)cc2)C(=O)O)cc1OCC

```
47
Properties=species:S:1:pos:R:3:mulliken_charge:R:1
C 3.9543 4.9429 5.6094 -1.431
C 3.7221 4.1366 4.3402 -0.068
O 2.4001 3.6284 4.4083 -0.433
C 1.8714 2.8500 3.4349 0.364
C 0.5751 2.4058 3.7029 -0.647
C -0.1161 1.6047 2.8255 -1.190
C 0.4808 1.1873 1.6320 -0.017
C -0.2878 0.3492 0.7463 -0.134
C 0.0948 -0.5958 -0.1497 -0.210
N -0.8426 -1.2429 -0.9737 -0.132
C -2.1869 -1.0582 -1.0741 0.685
O -2.8419 -0.2942 -0.3916 -0.688
C -2.8299 -1.9168 -2.1164 0.217
C -4.1584 -2.2834 -1.9148 -0.353
C -4.8269 -3.0633 -2.8375 -0.672
C -4.1642 -3.4683 -3.9865 0.427
Cl -4.9870 -4.4419 -5.1507 -0.211
C -2.8498 -3.0915 -4.2184 -0.821
C -2.1857 -2.3193 -3.2833 -0.395
C 1.4549 -1.1365 -0.3059 0.492
O 2.4360 -0.8632 0.3411 -0.595
O 1.5316 -2.0829 -1.2828 -0.516
C 1.7607 1.6626 1.3404 -0.376
C 2.4689 2.4701 2.2139 1.082
O 3.7304 2.9250 1.9365 -0.395
C 4.4304 2.3686 0.8391 -0.223
C 5.8773 2.8274 0.9427 -1.435
H 3.2363 5.7561 5.6704 0.325
H 3.8311 4.3075 6.4822 0.329
H 4.9598 5.3538 5.6058 0.420
H 3.8395 4.7730 3.4568 0.278
H 4.4412 3.3127 4.2759 0.298
H 0.1328 2.7182 4.6358 0.430
H -1.1142 1.2749 3.0692 0.408
H -1.3582 0.4945 0.8228 0.644
H -0.4371 -1.9637 -1.5539 0.240
H -4.6553 -1.9433 -1.0191 0.428
H -5.8529 -3.3527 -2.6744 0.412
H -2.3546 -3.3983 -5.1263 0.414
H -1.1718 -2.0103 -3.4931 0.426
H 2.4361 -2.4297 -1.3072 0.384
H 2.1971 1.4060 0.3927 0.497
H 3.9918 2.7213 -0.1051 0.318
H 4.3695 1.2733 0.8699 0.356
H 5.9250 3.9131 0.9356 0.314
H 6.3181 2.4676 1.8685 0.311
H 6.4475 2.4400 0.1034 0.441
```

***

ORCA calculation (wB97M-V/def2-TZVPD) on a molecular structure, C20H20CrN2O6S.

Properties
HOMO level (spin up / spin down) in eV: -6.51 / -8.59
Spin multiplicity: 5
Energy above the lowest of the compared OMol25 structures with the same formula, charge and spin in kJ/mol: 8.0
LUMO (spin up / spin down) in hartree: -0.0320 / -0.0342
Kohn-Sham gap (spin up / spin down) in Ha: 0.2071 / 0.2813

```
50
Properties=species:S:1:pos:R:3:mulliken_spin:R:1
Cr 0.4492 1.2794 -0.3597 3.078
O -0.8664 4.9034 0.2812 0.006
C -0.8380 3.7037 0.3026 0.004
O 0.2961 3.0669 0.2226 -0.026
C -2.1277 2.8377 0.4907 0.020
C -1.8457 1.8154 1.5734 0.002
C -3.1588 1.1311 2.0620 -0.004
C -3.4558 0.0854 0.9462 0.002
C -2.3232 0.4725 -0.0352 0.004
O -1.1785 0.7701 0.8610 -0.030
C -2.5847 1.8917 -0.6375 0.010
C -1.8152 2.0820 -1.8870 -0.002
O -2.2783 2.8178 -2.7417 0.002
O -0.6654 1.4552 -1.9229 -0.005
H -2.9010 3.5338 0.8135 0.001
H -1.2349 2.1187 2.3921 -0.003
H -3.9031 1.9260 2.2132 0.000
H -2.9336 0.6820 3.0195 0.000
H -4.4435 0.1937 0.4337 0.000
H -3.2973 -0.9161 1.3109 0.000
H -1.9110 -0.2352 -0.7379 0.002
H -3.6388 2.0069 -0.8874 0.000
S 2.6876 1.7701 -1.1705 -0.052
C 2.8285 1.5283 0.5644 0.032
N 3.9757 1.9088 1.2194 0.161
C 4.0498 1.7291 2.6142 0.423
C 2.9828 1.1545 3.2460 -0.150
C 1.8535 0.7696 2.5646 0.499
N 1.8453 0.9653 1.1656 0.020
H 4.7423 2.3469 0.6825 -0.011
H 4.9195 2.1273 3.1054 0.020
H 2.9973 0.9576 4.3255 -0.008
H 1.0483 0.2524 2.9931 0.020
C 2.5325 -1.8243 -0.1152 -0.008
C 1.2284 -1.7720 -0.8408 0.003
O 0.5309 -0.7366 -0.7559 -0.021
C 0.7050 -2.8518 -1.6160 0.006
C 1.0256 -4.1873 -1.3801 0.002
C 0.4142 -5.1457 -2.1718 -0.001
C -0.5459 -4.7614 -3.1248 0.002
C -0.8789 -3.4123 -3.3581 -0.001
C -0.2333 -2.4603 -2.6143 0.006
H 3.0878 -0.9305 -0.3839 0.001
H 3.0940 -2.7237 -0.2910 0.002
H 2.3283 -1.6581 0.9194 -0.001
H 1.7588 -4.3788 -0.5914 0.000
H 0.6171 -6.2076 -2.0142 0.000
H -0.9628 -5.5293 -3.7853 0.000
H -1.5700 -3.1417 -4.1440 0.000
H -0.4067 -1.4107 -2.7560 -0.003
```

***

ORCA calculation (wB97M-V/def2-TZVPD) on a molecular structure, C20H20IN3O2PtS3.

Properties
HOMO level (spin up / spin down) in eV: -0.02 / -1.56
Spin multiplicity: 3
Energy above the lowest of the compared OMol25 structures with the same formula, charge and spin in kJ/mol: 0.0
LUMO (spin up / spin down) in hartree: 0.1661 / 0.1569
Kohn-Sham gap (spin up / spin down) in Ha: 0.1668 / 0.2142
Charge: -2

```
50
Properties=species:S:1:pos:R:3:mulliken_spin:R:1
Pt 0.8753 -1.4052 2.1125 0.472
S 4.0306 -4.5065 3.0861 0.001
C 3.2083 -3.1704 2.6361 -0.013
S 2.7345 -1.9810 3.7848 0.186
S 2.5910 -2.6662 1.0822 0.017
N -1.9621 -4.7817 2.9060 0.006
C -1.3438 -3.5997 2.8471 -0.014
O -0.1255 -3.5863 3.1350 0.017
C -2.1927 -2.4940 2.3350 0.016
I -0.2063 0.1823 3.8559 0.004
H -1.4297 -5.5303 3.3227 0.000
H -2.9359 -4.9416 2.6897 0.000
H -1.8552 -1.6372 2.9241 -0.004
H -3.2509 -2.7299 2.3711 0.001
C -1.8226 -3.1748 -1.3230 0.004
N -2.3802 -2.9823 -0.0500 0.006
C -1.8809 -2.0413 0.8680 0.006
N -2.4349 -0.7342 0.6556 -0.007
O -0.4304 -1.9822 0.6663 0.117
H -2.4979 -3.7649 -1.9099 -0.001
H -0.8080 -3.6012 -1.2382 0.001
H -1.7004 -2.1801 -1.8053 0.001
H -3.4060 -3.0578 -0.0357 -0.001
H -1.8815 -0.0336 1.1529 -0.001
H -2.3226 -0.5036 -0.3278 0.002
C 1.3060 0.1200 1.0216 0.483
C 1.4823 1.0420 0.2294 0.042
C 1.3007 2.1007 -0.6496 0.236
C -0.0305 2.7428 -0.5459 -0.008
C -0.6996 3.3628 -1.6187 0.089
C -2.0007 3.8249 -1.4458 -0.051
C -2.6335 3.7576 -0.1876 0.091
C -2.0067 3.1398 0.8975 -0.050
C -0.6994 2.6932 0.7187 0.083
C 2.2651 2.3405 -1.6946 0.001
C 3.2145 1.3208 -1.9671 0.110
C 3.9824 1.3442 -3.1278 -0.063
C 4.0411 2.5137 -3.9005 0.129
C 3.2192 3.5950 -3.5427 -0.070
C 2.3380 3.5097 -2.4641 0.113
H -0.2458 3.3798 -2.6046 0.004
H -2.5207 4.2255 -2.3177 -0.003
H -3.5859 4.2167 -0.0650 0.010
H -2.5100 2.9867 1.8278 -0.002
H -0.1742 2.2169 1.5607 0.006
H 3.1663 0.4400 -1.3107 0.024
H 4.5571 0.4495 -3.4405 -0.003
H 4.6777 2.6039 -4.7898 0.012
H 3.2510 4.5708 -4.0462 -0.004
H 1.7339 4.4059 -2.2779 0.008
```

***

ORCA calculation (wB97M-V/def2-TZVPD) on a single C20H20N2O4S molecule.

Properties
HOMO level in eV: -8.15
Energy above the lowest of the compared OMol25 structures with the same formula, charge and spin in kJ/mol: 234.3
LUMO in hartree: 0.0045
Kohn-Sham gap in Ha: 0.3040
Structure (SMILES): COc1ccc(C)cc1NS(=O)(=O)c1ccc(-c2cnc(C3CC3)o2)cc1

```
47
Properties=species:S:1:pos:R:3:mulliken_charge:R:1
C 3.4970 -0.3636 1.2959 -1.213
O 3.0507 0.8470 0.7383 -0.207
C 2.7687 0.8936 -0.5952 1.233
C 2.8343 -0.1771 -1.4695 -0.477
C 2.5374 -0.0087 -2.8148 -1.074
C 2.1681 1.2286 -3.3118 0.491
C 1.8513 1.4306 -4.7631 -1.456
C 2.0848 2.2994 -2.4278 -0.846
C 2.3773 2.1535 -1.0802 0.308
N 2.3014 3.2367 -0.2140 -0.300
S 1.8156 3.2271 1.4038 1.393
O 2.9212 3.0881 2.2961 -0.656
O 1.0500 4.4403 1.4989 -0.776
C 0.6985 1.8384 1.5652 0.260
C 0.7836 1.0355 2.6874 -0.720
C -0.0760 -0.0351 2.8283 -0.947
C -1.0278 -0.3047 1.8393 1.205
C -1.9275 -1.4273 1.9709 -0.036
C -2.0827 -2.4022 2.9235 -0.108
N -3.0951 -3.2299 2.5563 -0.685
C -3.5282 -2.7612 1.4223 0.299
C -4.6193 -3.3141 0.6305 -0.252
C -4.5565 -3.2315 -0.8748 -0.572
C -5.5252 -2.3786 -0.1324 -0.568
O -2.8635 -1.6689 1.0079 -0.449
C -1.1049 0.5269 0.7189 -0.713
C -0.2459 1.6014 0.5859 -0.493
H 2.7212 -1.1364 1.2497 0.416
H 4.4037 -0.7231 0.7996 0.442
H 3.7218 -0.1345 2.3356 0.269
H 3.1241 -1.1531 -1.1144 0.442
H 2.6021 -0.8588 -3.4770 0.323
H 0.8252 1.7752 -4.8853 0.322
H 1.9746 0.5049 -5.3186 0.358
H 2.5085 2.1846 -5.1935 0.337
H 1.7941 3.2735 -2.7956 0.340
H 1.9769 4.0912 -0.6417 0.325
H 1.5359 1.2641 3.4248 0.559
H -0.0178 -0.6675 3.6998 0.330
H -1.5454 -2.5639 3.8343 0.443
H -5.0486 -4.1954 1.0852 0.502
H -4.9278 -4.0749 -1.4357 0.276
H -3.6890 -2.7589 -1.3093 0.212
H -6.5746 -2.6248 -0.1728 0.276
H -5.3216 -1.3214 -0.0575 0.214
H -1.8426 0.3226 -0.0417 0.511
H -0.3084 2.2525 -0.2717 0.462
```

***

ORCA calculation (wB97M-V/def2-TZVPD) on a single C20H20N2O5 molecule.

Properties
HOMO level in eV: -8.53
Energy above the lowest of the compared OMol25 structures with the same formula, charge and spin in kJ/mol: 737.1
LUMO in hartree: 0.0208
Kohn-Sham gap in Ha: 0.3343
Structure (SMILES): C[C@@](OCc1ccc(-c2ccccc2)cc1)(C(=O)NO)[C@@H](O)c1ccno1

```
47
Properties=species:S:1:pos:R:3:mulliken_charge:R:1
C 0.4336 2.4057 0.8550 -1.491
C 1.7957 1.6922 0.9017 1.474
O 1.5199 0.3895 0.3872 -0.212
C 1.4042 0.2095 -0.9908 -1.095
C 0.1040 -0.4879 -1.1949 0.421
C 0.0638 -1.8692 -0.9545 -0.256
C -0.9699 -2.7362 -1.1095 -0.795
C -2.1612 -2.1970 -1.5322 0.835
C -3.3455 -2.9576 -1.6598 0.400
C -4.5900 -2.5649 -1.2048 -0.441
C -5.6555 -3.4127 -1.3923 -0.506
C -5.5009 -4.5494 -2.1920 -0.310
C -4.2487 -4.9141 -2.7095 -0.594
C -3.1777 -4.0848 -2.4261 -0.482
C -2.2513 -0.7768 -1.7568 -0.995
C -1.1113 0.0618 -1.6882 -0.674
C 2.9291 2.2910 0.0678 0.055
O 3.0095 3.4541 -0.2586 -0.676
N 4.1375 1.6552 -0.1976 -0.038
O 4.4104 0.2327 0.1449 -0.439
C 2.2675 1.5442 2.4358 0.072
O 3.1915 0.4724 2.7621 -0.671
C 2.6959 2.8948 2.9331 -0.217
C 1.9306 3.8391 3.6568 -0.081
C 2.7203 5.0205 3.7187 -0.555
N 3.9177 4.6868 3.3904 -0.425
O 3.9798 3.4469 2.7888 -0.092
H 0.2828 3.3036 1.5347 0.337
H -0.4026 1.7648 1.1738 0.422
H 0.2094 2.7204 -0.1956 0.261
H 2.2102 -0.4013 -1.4554 0.329
H 1.4112 1.1435 -1.5390 0.613
H 0.9368 -2.3468 -0.4924 0.292
H -0.9774 -3.7838 -0.7564 0.422
H -4.7436 -1.5744 -0.8547 0.459
H -6.7049 -3.0402 -1.0676 0.251
H -6.3479 -5.1780 -2.4105 0.376
H -4.1349 -5.6634 -3.5681 0.257
H -2.2752 -4.2936 -2.8733 0.529
H -3.0493 -0.3372 -2.2554 0.501
H -1.1289 1.1002 -1.9004 0.491
H 4.7420 2.1130 -0.8373 0.211
H 4.6660 0.2981 1.1337 0.403
H 1.4208 1.1877 3.0170 0.403
H 2.9759 -0.3002 2.2493 0.464
H 0.8571 3.6547 3.9846 0.371
H 2.5536 5.8875 4.3385 0.398
```

***

ORCA calculation (wB97M-V/def2-TZVPD) on a single C20H20N2O6S molecule.

Properties
HOMO level in eV: -8.26
Energy above the lowest of the compared OMol25 structures with the same formula, charge and spin in kJ/mol: 266.1
LUMO in hartree: 0.0184
Kohn-Sham gap in Ha: 0.3222
Structure (SMILES): COC(=O)c1ccc(OC)c(CSc2nnc(COc3ccc(OC)cc3)o2)c1

```
49
Properties=species:S:1:pos:R:3:mulliken_charge:R:1
C 4.1297 2.5995 2.7729 -0.739
O 2.9223 2.3686 2.0644 -0.275
C 1.8627 2.0037 2.8046 0.409
O 1.9140 1.8491 4.0011 -0.630
C 0.6491 1.7996 1.9849 -0.442
C -0.5044 1.3184 2.5915 -1.118
C -1.6494 1.1042 1.8491 -0.507
C -1.6535 1.3562 0.4803 1.012
O -2.7160 1.1682 -0.3373 -0.463
C -3.9163 0.6687 0.2148 -0.890
C -0.4896 1.8527 -0.1399 0.985
C -0.5654 2.0910 -1.6204 -0.757
S 0.8574 2.9742 -2.3442 -0.238
C 2.0633 1.7477 -2.2269 0.389
N 3.3338 1.8829 -2.4473 -0.524
N 3.8861 0.6677 -2.2629 -0.498
C 2.9401 -0.1441 -1.9319 0.625
C 3.0651 -1.6014 -1.6409 -0.545
O 1.9840 -2.3430 -2.1403 -0.477
C 0.7837 -2.3204 -1.4750 0.389
C -0.2611 -2.9809 -2.1143 -1.055
C -1.5128 -3.0658 -1.5368 -0.378
C -1.7418 -2.4923 -0.2910 0.430
O -2.9369 -2.5176 0.3765 -0.422
C -4.0066 -3.2272 -0.2015 -1.051
C -0.6975 -1.8304 0.3472 -0.594
C 0.5499 -1.7319 -0.2377 0.225
O 1.7346 0.4777 -1.8881 0.132
C 0.6379 2.0764 0.6181 -0.584
H 4.8891 2.7962 2.0203 0.239
H 4.0187 3.4572 3.4396 0.308
H 4.3939 1.7238 3.3697 0.310
H -0.4880 1.1143 3.6512 0.496
H -2.5335 0.7299 2.3394 0.380
H -4.6125 0.6020 -0.6197 0.269
H -3.7684 -0.3231 0.6492 0.285
H -4.3217 1.3496 0.9690 0.383
H -0.6857 1.1433 -2.1495 0.290
H -1.4265 2.7194 -1.8532 0.569
H 3.9547 -1.9673 -2.1601 0.358
H 3.2028 -1.7593 -0.5615 0.240
H -0.0701 -3.4325 -3.0748 0.421
H -2.2949 -3.5846 -2.0675 0.438
H -4.8308 -3.1484 0.5061 0.247
H -3.7561 -4.2824 -0.3464 0.431
H -4.3091 -2.7895 -1.1585 0.366
H -0.8743 -1.3920 1.3159 0.630
H 1.3192 -1.1918 0.2916 0.237
H 1.5309 2.4836 0.1701 0.696
```

***

- Among the records above, which one has the lowest energy above the lowest of the compared OMol25 structures with the same formula, charge and spin?
  C20H20IN3O2PtS3

***

- Look up the energy above the lowest of the compared OMol25 structures with the same formula, charge and spin of the sixth one.
  266.1 kJ/mol

***

- Which of these has the highest energy above the lowest of the compared OMol25 structures with the same formula, charge and spin?
  C20H20N2O5